1.
56
Properties=species:S:1:pos:R:3:forces:R:3:mulliken_charge:R:1 method="wB97M-V/def2-TZVPD" homo_lumo_gap_ev=8.33 relative_energy_kj_mol=30.8 lumo_ha=0.0121 smiles="CCc1ccc(NC(=O)CSc2nnc(Cc3cccn3C)n2-c2ccc(F)cc2)cc1"
C 7.587564 1.284828 -1.156044 -0.02 -0.05 -0.22 -1.05
H 8.411633 1.649451 -1.765190 0.13 0.07 0.00 0.35
H 7.136276 2.128990 -0.639488 -0.01 0.08 0.08 0.32
H 7.982965 0.599807 -0.409473 0.05 -0.03 0.09 0.32
C 6.547378 0.577493 -2.027159 0.10 0.09 0.21 -1.00
C 5.411082 0.074129 -1.183681 0.02 -0.06 -0.18 0.62
C 5.455459 -1.189516 -0.609738 -0.07 0.23 -0.07 -0.68
C 4.436824 -1.648134 0.204640 -0.03 -0.17 0.12 -0.52
C 3.340971 -0.831607 0.461251 0.28 -0.08 -0.16 0.73
C 3.285586 0.439281 -0.108071 -0.02 -0.08 0.06 -0.57
C 4.311148 0.881610 -0.918710 0.03 -0.10 0.03 -0.82
H 4.256056 1.868791 -1.355109 -0.01 0.11 -0.06 0.38
H 2.432302 1.073182 0.088889 -0.10 0.08 0.02 0.44
N 2.269016 -1.213021 1.275839 -0.03 0.39 0.01 -0.04
C 2.027172 -2.411613 1.845243 -0.37 0.15 0.28 0.75
O 2.728877 -3.397737 1.787258 0.17 -0.29 -0.01 -0.65
C 0.714244 -2.424478 2.634372 -0.15 0.02 -0.26 -0.97
H 0.555290 -1.499830 3.186601 0.03 -0.04 0.08 0.38
H 0.712727 -3.284353 3.303379 0.05 0.09 -0.06 0.44
S -0.739999 -2.675844 1.561209 0.08 -0.42 0.12 -0.05
C -0.974086 -1.060507 0.974404 0.01 0.09 0.01 0.36
N -0.242542 -0.012216 1.248534 -0.04 -0.81 0.43 -0.37
N -0.754412 1.036009 0.580096 -0.35 1.01 -0.55 -0.97
C -1.781290 0.633387 -0.102920 0.06 -0.27 0.04 0.47
N -1.980496 -0.717364 0.109701 0.80 0.42 0.44 0.70
C -2.971870 -1.557853 -0.427352 -0.47 -0.35 -0.28 -0.51
C -3.791058 -2.290832 0.424616 0.10 0.16 -0.18 0.03
C -4.771923 -3.109296 -0.101005 -0.10 -0.12 -0.22 -0.84
C -4.921186 -3.176716 -1.475646 0.09 0.09 0.07 0.39
C -4.113494 -2.455420 -2.337605 -0.18 -0.11 0.04 -0.82
C -3.129745 -1.642757 -1.806801 0.03 -0.09 0.25 -0.11
H -2.475432 -1.084460 -2.458808 0.07 0.05 -0.04 0.51
H -4.254023 -2.539165 -3.403161 -0.04 -0.03 -0.10 0.45
F -5.880166 -3.966039 -1.989183 0.08 0.06 0.04 -0.32
H -5.417074 -3.689310 0.538661 -0.08 -0.07 0.04 0.43
H -3.656018 -2.220372 1.492545 0.00 0.03 0.11 0.57
C -2.666606 1.487767 -0.937627 -0.15 0.22 0.10 -0.23
C -3.084055 2.720939 -0.201676 0.12 0.02 -0.45 -0.13
C -2.863080 4.038155 -0.512380 0.03 -0.26 -0.10 -0.78
C -3.476365 4.813839 0.488104 -0.09 0.10 0.17 -0.79
C -4.046213 3.942629 1.374077 -0.11 0.42 0.19 -0.26
N -3.812741 2.671476 0.952184 0.02 0.03 -0.16 0.14
C -4.222706 1.483853 1.643222 0.01 -0.37 0.21 -0.78
H -4.956886 1.747271 2.403207 0.01 -0.02 -0.07 0.36
H -4.676792 0.768718 0.952525 -0.01 0.03 0.05 0.31
H -3.372455 1.003936 2.137512 -0.04 0.00 0.00 0.24
H -4.603158 4.132505 2.270606 -0.10 -0.02 0.17 0.36
H -3.494015 5.883650 0.545782 -0.03 0.20 0.07 0.43
H -2.322415 4.402269 -1.363174 0.14 0.01 -0.20 0.43
H -2.126313 1.799825 -1.834021 -0.12 -0.06 -0.02 0.33
H -3.540293 0.902917 -1.245445 0.10 0.07 -0.07 0.31
H 1.536784 -0.503046 1.372941 0.10 -0.30 0.10 0.11
H 4.483975 -2.632611 0.639073 -0.02 -0.03 0.02 0.51
H 6.302767 -1.831548 -0.803729 0.10 -0.08 -0.03 0.36
H 6.171126 1.276711 -2.776904 0.01 -0.07 -0.06 0.35
H 7.021689 -0.257789 -2.546373 -0.05 0.03 -0.08 0.35



2.
88
Properties=species:S:1:pos:R:3:forces:R:3:mulliken_charge:R:1 method="wB97M-V/def2-TZVPD" homo_lumo_gap_ev=8.76 relative_energy_kj_mol=299.8 lumo_ha=0.0052 smiles="NC(N)=O.NC(N)=O.CCO.CCO.CCO.CCO.CCO.CCO.CO.CO.CO"
C -3.997848 1.065802 -1.997740 1.12 -0.05 0.24 -0.30
C -5.328122 0.373749 -1.694122 1.49 1.35 1.52 0.07
O -6.130094 1.282690 -0.883203 -0.64 -0.87 -1.33 -0.54
H -3.295336 0.456910 -2.582370 -0.32 -0.16 -0.01 0.03
H -3.401828 1.288638 -1.069398 -0.75 -0.08 -0.54 -0.23
H -4.089489 1.998873 -2.574516 -0.30 -0.26 0.32 0.42
H -5.169540 -0.545231 -1.145026 0.22 -0.25 0.41 -0.08
H -5.760676 0.045927 -2.614063 -1.15 0.53 -0.51 0.38
H -5.595510 1.682239 -0.195998 0.37 -0.26 -0.07 0.28
C 0.651792 1.980857 -4.505453 -0.79 -0.17 -0.57 -1.33
C 0.433204 2.397002 -3.064433 0.29 -1.06 0.69 0.51
O -0.879815 1.958355 -2.657575 0.24 -0.04 -1.27 -0.48
H 0.617185 0.870069 -4.572359 -0.18 0.81 -0.33 0.22
H 1.605068 2.303444 -4.913115 0.32 0.03 0.33 0.41
H -0.104577 2.491610 -5.177858 0.53 -0.93 0.82 0.30
H 0.517521 3.469358 -2.998458 0.11 0.45 0.39 0.50
H 1.174812 1.897900 -2.354996 -0.53 0.83 -1.01 -0.43
H -0.964323 2.132997 -1.726494 0.13 0.24 0.63 0.27
C 1.854210 0.658269 4.106520 0.55 -2.20 -0.45 -0.43
C 1.649118 -0.237689 5.306559 -0.22 -0.56 0.58 -0.36
O 2.486689 0.221637 6.345671 0.57 -0.20 1.22 -0.55
H 2.943575 0.675822 3.952472 -0.29 0.86 0.03 0.44
H 1.330011 1.579542 4.291236 0.37 0.57 -0.32 0.44
H 1.464826 0.108297 3.223670 -0.20 0.64 0.37 -0.16
H 1.831702 -1.319461 5.155369 0.06 0.45 -0.39 0.16
H 0.623831 -0.149948 5.626977 -0.69 -0.11 0.11 0.24
H 2.414886 -0.338911 7.153034 -0.11 0.59 -1.08 0.31
C 4.388866 1.950512 -1.133681 -1.12 -1.06 -0.02 -1.43
C 3.643079 0.591240 -0.968229 0.05 0.99 -0.71 1.06
O 4.181117 -0.322626 -1.927547 0.44 0.86 0.43 -0.60
H 5.402620 1.788647 -0.847586 0.88 0.12 0.28 0.45
H 3.921172 2.729802 -0.513170 0.19 -0.17 -0.34 0.32
H 4.379831 2.226276 -2.193504 -0.16 0.10 0.26 0.32
H 2.564509 0.792138 -1.138466 0.43 -0.39 0.09 -0.42
H 3.770896 0.205523 0.052261 -0.03 0.12 -0.03 -0.02
H 3.649942 -1.111994 -1.983129 -0.64 -0.33 -0.05 0.39
C -1.426154 1.080533 3.223326 0.01 0.56 0.87 -0.09
C -2.707204 1.755481 2.822206 0.99 3.02 0.73 -0.89
O -2.671148 1.961731 1.430305 -0.54 -0.48 -1.33 -0.43
H -1.608663 0.027353 3.305471 0.51 -0.76 -0.74 0.37
H -1.191511 1.354700 4.236452 -0.03 0.33 0.73 0.50
H -0.532253 1.423921 2.677060 -0.68 -0.55 -0.23 -0.45
H -2.808391 2.821118 3.230672 0.38 -1.36 0.13 0.42
H -3.579863 1.247056 3.136955 -0.86 -0.93 0.19 0.38
H -3.451835 2.479174 1.213616 0.02 0.01 -0.29 0.20
C -3.827204 -3.176889 0.429239 -1.80 -0.60 -0.76 -1.54
C -2.774503 -2.174521 0.410193 1.46 1.41 -1.47 0.97
O -3.068504 -1.093937 1.267509 -0.07 0.10 1.17 -0.60
H -4.770659 -2.650952 0.247182 -0.15 -0.17 0.33 0.34
H -3.864299 -3.669406 1.391190 -0.12 -0.30 0.15 0.36
H -3.780387 -3.909125 -0.399272 0.43 0.17 0.55 0.32
H -2.687255 -1.632699 -0.529970 -0.23 -0.73 -1.03 -0.21
H -1.791881 -2.614085 0.529461 0.45 -0.07 0.76 0.06
H -2.625038 -0.332781 0.883608 -0.04 0.24 0.37 0.23
C 0.773892 3.417848 0.390245 4.95 8.38 -3.17 0.32
O 1.392799 4.620067 -0.030498 -2.91 -5.73 2.17 -0.82
N -0.448979 3.182722 0.075627 -5.41 0.20 -1.50 0.00
N 1.405600 2.477184 0.975670 3.21 -2.54 2.53 0.22
H -0.979709 3.952824 -0.364010 0.88 -0.56 0.52 0.28
H -1.068345 2.510913 0.546766 0.64 0.34 0.05 -0.09
H 2.390691 2.508305 1.224645 -0.51 0.82 -0.35 0.26
H 1.037019 1.551904 1.112477 -0.60 -0.36 -0.24 -0.16
C 1.958319 -2.669653 1.572074 -6.03 -2.95 -1.46 0.60
O 0.708190 -3.189689 1.248309 6.25 2.52 1.86 -0.68
N 2.766766 -2.202006 0.657799 0.04 0.62 -4.82 -0.32
N 2.463781 -2.574894 2.796446 -0.17 -0.47 0.21 -0.39
H 2.464367 -2.308536 -0.422765 0.90 0.34 2.56 0.19
H 3.680871 -1.827626 0.884543 -0.28 -0.24 -0.14 0.17
H 1.820957 -2.755449 3.501166 -0.87 -0.29 1.61 0.27
H 3.287882 -2.043235 2.968859 0.22 0.18 0.27 0.19
C 3.009909 -3.747521 -2.199913 0.40 -0.93 1.66 -0.79
O 2.329577 -2.517487 -2.076013 1.79 0.46 0.32 -0.68
H 2.436022 -4.425392 -2.788806 -0.20 -0.45 -0.90 0.36
H 3.058824 -4.246254 -1.201940 0.11 0.32 -0.45 0.28
H 4.041104 -3.656877 -2.546018 -0.28 0.34 -0.27 0.27
H 1.411304 -2.693470 -2.252129 -1.42 0.08 -0.28 0.43
C -0.104826 -0.211425 -0.520039 -1.02 0.21 0.02 1.17
O 0.545050 -0.107550 0.744715 1.14 -1.04 -0.21 0.43
H -1.125455 0.279742 -0.442132 1.38 -0.10 -0.09 -0.98
H -0.347116 -1.230767 -0.788474 0.25 -0.46 0.26 0.17
H 0.481096 0.202889 -1.357253 -0.26 0.20 0.48 -0.31
H 1.360043 -0.704415 0.751524 -1.62 0.99 -0.27 -0.28
C -0.663814 -1.591012 -3.436222 -1.89 -0.71 -0.70 -0.53
O -0.158726 -2.641396 -2.641994 -1.28 -2.04 0.24 -0.72
H -1.689754 -1.470909 -3.126813 -0.51 0.79 0.36 0.32
H -0.807038 -1.985166 -4.431353 0.58 0.39 -0.80 0.48
H -0.174269 -0.634703 -3.402447 0.63 -0.09 0.29 -0.14
H -0.872587 -3.363898 -2.708531 1.96 1.50 0.45 0.31



3.
20
Properties=species:S:1:pos:R:3:forces:R:3:mulliken_charge:R:1 method="wB97M-V/def2-TZVPD" homo_lumo_gap_ev="7.24 / 6.68" relative_energy_kj_mol=464.0 lumo_ha="-0.0071 / -0.0204"
C 1.981980 -1.081340 -0.477427 0.96 1.13 -0.30 -0.85
C 1.608089 1.162652 0.440986 -0.02 -1.19 0.24 -0.71
C 0.600366 -0.939864 -0.026602 -0.59 -0.76 0.00 0.53
C 0.336822 0.573450 0.277243 0.12 1.34 -0.45 0.57
C -0.467534 -1.931468 -0.379817 0.91 0.28 -2.50 0.54
C -1.848086 -1.400123 -0.291869 1.62 3.04 -1.11 -1.37
C -0.533533 2.804148 0.124008 3.59 -0.98 2.32 -0.95
N 0.384963 -2.348866 0.763754 -0.83 1.32 -1.93 -0.66
N -0.674558 1.389922 0.058370 -0.80 -3.39 0.60 -0.49
S 2.889723 0.321926 -0.113140 0.00 -2.25 -0.66 -0.17
H 2.444749 -2.001145 -0.832386 -0.21 0.40 0.28 0.43
H 1.733605 2.134926 0.695189 0.47 2.63 0.74 0.58
H -0.434129 -2.331039 -1.475170 1.03 -0.53 2.32 0.24
H -2.558925 -2.055348 -0.067467 -2.83 -3.28 0.94 0.44
H -2.152770 -0.934018 -1.266864 0.50 -0.29 0.85 0.31
H -1.868782 -0.634672 0.445927 -0.34 0.77 0.57 0.36
H -0.335047 3.145098 1.234145 -0.22 -0.38 -2.02 0.25
H 0.342002 3.040068 -0.518300 -0.36 0.64 0.40 0.37
H -1.376519 3.255814 -0.226760 -2.30 1.26 -0.87 0.30
H -0.072410 -2.170119 1.636184 -0.70 0.21 0.56 0.28



4.
22
Properties=species:S:1:pos:R:3:forces:R:3:mulliken_charge:R:1 method="wB97M-V/def2-TZVPD" homo_lumo_gap_ev="7.84 / 7.84" relative_energy_kj_mol=600.9 lumo_ha="-0.4024 / -0.4024" total_charge=+2 smiles="CCO[N+](=O)c1[nH]cc[n+]1C"
C 3.371562 -0.483139 0.165810 -1.86 0.96 -0.40 -0.32
C 2.851348 0.832520 0.111708 -0.53 -2.02 -0.15 -0.08
C 1.059799 -0.522947 -0.000087 7.00 -0.71 0.07 0.13
C -2.470644 -1.027054 -0.093296 -1.23 -2.27 0.83 -0.09
C 0.702191 2.025975 -0.186128 0.87 1.68 0.49 -0.72
C -3.442091 -0.003922 0.139047 -0.53 5.40 1.33 -1.15
N 2.388626 -1.354390 0.121921 -4.81 5.88 -0.39 0.03
N -0.143312 -1.178342 -0.080020 2.14 0.95 -0.07 0.75
N 1.543360 0.771639 -0.077083 -2.74 -0.60 0.69 0.17
O -0.149891 -2.327657 -0.282456 -0.91 -1.78 -0.17 -0.45
O -1.124338 -0.407137 0.117461 -2.08 0.13 -0.26 -0.17
H 4.373907 -0.705615 0.066401 2.01 -0.82 0.34 0.48
H 3.306682 1.758683 0.281464 0.90 1.07 -0.15 0.46
H -2.628555 -1.512071 -1.032477 1.03 0.21 -1.32 0.38
H -2.668512 -1.871635 0.573826 0.98 0.18 0.62 0.31
H -3.281815 0.892013 -0.604806 -0.63 -1.65 1.37 0.27
H 1.312256 2.773573 0.404219 -1.35 -0.93 0.61 0.34
H 0.960100 2.613087 -1.120745 -1.14 -1.66 0.04 0.39
H -0.397549 1.867299 0.136147 2.23 0.46 -0.76 0.31
H -3.426853 0.438967 1.215598 0.63 -0.63 -1.68 0.29
H -4.479854 -0.278284 0.162212 -0.37 -0.78 -0.84 0.44
H 2.343583 -2.301569 -0.018709 0.41 -3.09 -0.18 0.21